Entry 1:
Below is a molecular structure, C59H54BN8PdS3Sb, with properties calculated with the ωB97M-V functional and the def2-TZVPD basis.

Calculated values
Highest occupied orbital energy (eV): -7.489
Kohn-Sham gap (eV): 7.1
Net charge: 0

Last column: Mulliken charge in e.
Cartesian coordinates (Å):
Pd1 0.452 -0.257 0.417  0.745
C1 4.312 -3.775 1.852  -1.616
C2 3.825 -2.435 1.417  0.338
C3 4.557 -1.305 1.114  -0.628
C4 3.615 -0.308 0.842  -1.386
N1 2.390 -0.826 0.917  0.766
N2 2.521 -2.125 1.288  0.668
B1 1.307 -2.842 1.933  -0.824
N3 0.246 -3.400 0.976  0.505
N4 -0.867 -2.660 0.767  0.525
C5 -1.814 -3.500 0.371  -0.561
C6 -1.298 -4.811 0.283  -1.130
C7 0.011 -4.707 0.688  0.772
C8 1.053 -5.767 0.825  -1.503
C9 -3.209 -3.063 0.179  0.677
C10 -3.755 -2.088 1.011  -0.266
C11 -5.066 -1.673 0.837  -0.397
C12 -5.849 -2.232 -0.164  -0.673
C13 -5.320 -3.220 -0.982  -0.836
C14 -4.008 -3.635 -0.808  -0.524
N5 0.639 -1.815 2.885  0.625
N6 0.212 -0.572 2.512  1.155
C15 -0.315 0.000 3.595  -1.133
C16 -0.212 -0.876 4.684  -1.809
C17 0.407 -2.003 4.197  0.744
C18 0.767 -3.249 4.934  -1.537
C19 -0.859 1.363 3.656  1.447
C20 -0.414 2.373 2.813  1.070
C21 -0.881 3.670 2.962  -0.983
C22 -1.825 3.969 3.932  -0.531
C23 -2.293 2.961 4.764  -0.808
C24 -1.806 1.672 4.634  -1.013
C25 3.910 1.126 0.725  0.557
C26 4.976 1.568 -0.055  -0.317
C27 5.331 2.909 -0.051  -0.873
C28 4.636 3.812 0.743  -0.616
C29 3.580 3.374 1.530  -0.652
C30 3.218 2.035 1.521  -0.479
H1 5.388 -3.836 1.700  0.483
H2 3.837 -4.578 1.291  0.159
H3 4.105 -3.946 2.909  0.229
H4 5.627 -1.188 1.154  0.627
H5 1.727 -3.761 2.573  -0.184
H6 -1.825 -5.712 0.013  0.552
H7 0.686 -6.701 0.403  0.463
H8 1.315 -5.941 1.870  0.238
H9 1.967 -5.493 0.295  0.145
H10 -3.135 -1.649 1.781  0.511
H11 -5.475 -0.903 1.478  0.465
H12 -6.869 -1.897 -0.307  0.417
H13 -5.927 -3.663 -1.762  0.409
H14 -3.596 -4.405 -1.450  0.292
H15 -0.511 -0.695 5.702  0.571
H16 0.444 -3.159 5.969  0.426
H17 1.844 -3.422 4.924  0.230
H18 0.285 -4.123 4.496  0.276
H19 0.314 2.146 2.044  -0.357
H20 -0.517 4.458 2.315  0.550
H21 -2.195 4.982 4.030  0.434
H22 -3.041 3.179 5.517  0.429
H23 -2.179 0.889 5.282  0.394
H24 5.518 0.857 -0.668  0.432
H25 6.156 3.249 -0.665  0.422
H26 4.921 4.856 0.753  0.421
H27 3.042 4.071 2.160  0.487
H28 2.416 1.677 2.155  0.787
S1 -3.126 5.759 0.607  -0.277
C31 -3.064 4.103 0.499  -0.174
S2 -1.766 3.271 -0.300  0.114
C32 -2.393 1.738 0.218  -0.109
N7 -3.494 1.841 0.881  -0.620
N8 -3.879 3.156 1.018  0.681
C33 -5.075 3.375 1.771  0.046
C34 -5.336 2.532 2.844  0.115
C35 -6.494 2.709 3.582  -1.066
C36 -7.388 3.719 3.254  -0.446
C37 -7.122 4.547 2.173  -0.711
C38 -5.968 4.379 1.423  -0.468
S3 -1.781 0.164 -0.199  -0.417
H29 -4.634 1.745 3.083  0.779
H30 -6.697 2.054 4.420  0.393
H31 -8.289 3.858 3.836  0.406
H32 -7.819 5.330 1.904  0.380
H33 -5.762 5.018 0.579  0.417
C39 -0.900 -2.851 -2.420  -0.512
C40 -0.396 -2.358 -3.742  -0.010
C41 -0.620 -3.082 -4.913  -0.678
C42 -0.135 -2.640 -6.133  -0.802
C43 0.595 -1.461 -6.206  -1.037
C44 0.826 -0.730 -5.052  -0.199
C45 0.326 -1.171 -3.830  0.753
Sb1 0.913 0.012 -2.159  1.949
C46 0.379 1.884 -3.005  0.922
C47 -0.650 1.906 -3.944  -1.025
C48 -1.076 3.109 -4.489  -0.871
C49 -0.465 4.293 -4.102  -0.896
C50 0.542 4.275 -3.152  -0.432
C51 0.957 3.081 -2.569  0.312
C52 1.966 3.083 -1.462  0.041
C53 2.983 -0.430 -2.530  1.008
C54 3.292 -1.683 -1.989  -0.681
C55 4.529 -2.268 -2.181  -0.408
C56 5.493 -1.589 -2.915  -0.904
C57 5.189 -0.359 -3.468  -0.730
C58 3.932 0.232 -3.311  1.239
C59 3.677 1.521 -4.048  -1.759
H34 -1.529 -3.733 -2.534  0.383
H35 -1.488 -2.084 -1.910  0.157
H36 -0.073 -3.122 -1.757  -0.012
H37 -1.187 -4.004 -4.859  0.446
H38 -0.325 -3.216 -7.030  0.396
H39 0.983 -1.112 -7.154  0.478
H40 1.396 0.191 -5.114  0.314
H41 -1.125 0.987 -4.262  0.504
H42 -1.880 3.116 -5.213  0.448
H43 -0.787 5.236 -4.526  0.385
H44 0.993 5.204 -2.823  0.434
H45 2.341 4.086 -1.264  0.699
H46 2.822 2.436 -1.673  -0.404
H47 1.514 2.711 -0.539  -0.513
H48 2.556 -2.210 -1.386  -0.004
H49 4.743 -3.239 -1.751  0.455
H50 6.473 -2.024 -3.068  0.386
H51 5.934 0.159 -4.063  0.439
H52 4.363 2.304 -3.716  0.385
H53 2.663 1.886 -3.922  -0.028
H54 3.844 1.374 -5.117  0.521

Entry 2:
Below is a molecular structure, C59H55N6O8SSn, with properties calculated with the ωB97M-V functional and the def2-TZVPD basis.

Calculated values
Highest occupied orbital energy (alpha / beta) (eV): -5.861 / -5.219
Kohn-Sham gap (alpha / beta) (eV): 6.7 / 4.6
Net charge: -1

Last column: Mulliken charge in e.
Cartesian coordinates (Å):
Sn1 0.227 -0.591 0.339  3.861
O1 1.329 -1.620 1.638  -0.458
C1 2.590 -2.227 1.677  1.730
C2 3.076 -2.636 0.255  -1.249
C3 3.540 -1.475 -0.556  0.342
C4 4.854 -1.319 -0.976  -0.352
C5 5.208 -0.176 -1.669  -1.375
C6 4.239 0.774 -1.939  -0.242
C7 2.933 0.524 -1.539  -1.358
C8 1.833 1.496 -1.801  -0.704
C9 1.468 2.235 -0.486  1.616
O2 1.028 1.328 0.502  -0.823
C10 2.757 2.915 0.010  -0.320
C11 3.534 2.295 0.982  0.590
C12 4.732 2.869 1.396  -0.279
C13 5.163 4.067 0.839  -0.854
C14 4.384 4.696 -0.126  -0.967
C15 3.188 4.120 -0.541  -0.181
C16 0.414 3.323 -0.754  -0.153
C17 -0.013 4.085 0.338  -0.092
C18 -0.964 5.080 0.181  -0.766
C19 -1.511 5.331 -1.077  -0.606
C20 -1.112 4.571 -2.160  -0.953
C21 -0.152 3.568 -1.998  0.373
N1 2.602 -0.572 -0.860  1.499
C22 2.444 -3.567 2.447  -0.317
C23 1.179 -4.139 2.559  0.116
C24 1.001 -5.361 3.200  -1.054
C25 2.089 -6.032 3.742  -0.580
C26 3.355 -5.470 3.635  -1.025
C27 3.530 -4.248 2.994  -0.308
C28 3.574 -1.309 2.419  0.459
C29 3.054 -0.400 3.341  -0.958
C30 3.900 0.412 4.088  -0.362
C31 5.278 0.338 3.919  -0.863
C32 5.804 -0.560 3.000  -0.960
C33 4.957 -1.383 2.263  0.225
H1 2.190 -3.070 -0.216  -0.747
H2 3.844 -3.407 0.314  0.763
H3 5.584 -2.093 -0.776  0.518
H4 6.232 -0.022 -1.991  0.424
H5 4.476 1.696 -2.457  0.512
H6 0.930 0.968 -2.125  -0.775
H7 2.141 2.211 -2.565  1.097
H8 3.186 1.366 1.421  -0.409
H9 5.323 2.373 2.157  0.275
H10 6.100 4.512 1.156  0.390
H11 4.704 5.639 -0.555  0.424
H12 2.583 4.618 -1.293  0.454
H13 0.418 3.878 1.313  0.436
H14 -1.280 5.663 1.038  0.398
H15 -2.257 6.109 -1.202  0.405
H16 -1.535 4.755 -3.141  0.590
H17 0.148 2.992 -2.868  0.428
H18 0.336 -3.600 2.145  0.094
H19 0.006 -5.787 3.280  0.426
H20 1.953 -6.980 4.251  0.367
H21 4.214 -5.982 4.055  0.423
H22 4.525 -3.824 2.938  0.361
H23 1.979 -0.328 3.454  0.605
H24 3.475 1.108 4.804  0.417
H25 5.938 0.970 4.503  0.390
H26 6.876 -0.622 2.851  0.386
H27 5.393 -2.089 1.566  0.546
C34 -2.621 -2.967 0.830  -0.962
N2 -1.482 -2.682 -0.025  0.899
C35 -0.873 -3.660 -0.587  -0.215
C36 0.153 -3.450 -1.559  -0.645
C37 0.881 -4.391 -2.285  -1.115
C38 1.663 -3.661 -3.194  -1.473
C39 1.376 -2.314 -2.952  -0.321
N3 0.461 -2.176 -1.967  -0.276
C40 -3.956 -2.648 0.177  0.620
C41 -4.048 -2.191 -1.131  -0.368
C42 -5.284 -1.869 -1.685  -0.658
C43 -6.447 -2.024 -0.941  -0.718
C44 -6.365 -2.503 0.361  -0.473
C45 -5.128 -2.811 0.911  -0.404
H28 -2.528 -2.366 1.741  -0.658
H29 -2.634 -4.022 1.134  1.054
H30 -1.160 -4.696 -0.373  0.378
H31 0.828 -5.466 -2.170  0.515
H32 2.368 -4.045 -3.917  0.433
H33 1.801 -1.448 -3.449  0.472
H34 -3.145 -2.086 -1.721  0.294
H35 -5.335 -1.487 -2.700  0.456
H36 -7.409 -1.778 -1.377  0.389
H37 -7.264 -2.628 0.954  0.398
H38 -5.071 -3.169 1.936  0.285
N4 -1.403 -0.058 -2.505  1.028
C46 -1.652 0.651 -3.578  1.751
C47 -0.832 0.509 -4.744  -0.149
C48 -1.092 1.267 -5.842  -0.720
C49 -2.151 2.206 -5.815  0.016
C50 -3.017 2.305 -4.685  -0.981
C51 -2.758 1.573 -3.577  -0.286
S1 -2.579 3.144 -7.275  1.295
O3 -3.799 2.433 -7.630  -0.661
O4 -1.466 2.953 -8.178  -0.706
O5 -2.779 4.492 -6.793  -0.668
H39 -0.703 -0.837 -2.480  -0.429
H40 -1.984 0.056 -1.668  -0.967
H41 -0.014 -0.205 -4.730  0.466
H42 -0.487 1.197 -6.739  0.576
H43 -3.859 2.986 -4.737  0.433
H44 -3.369 1.651 -2.681  0.357
C52 -4.024 2.850 0.367  -1.198
C53 -4.532 1.645 1.143  -1.122
C54 -3.503 1.020 2.092  2.756
C55 -4.225 -0.145 2.834  -0.404
C56 -3.487 -0.855 3.972  -1.392
C57 -3.015 2.018 3.131  -0.560
O6 -3.707 2.915 3.566  -0.688
N5 -1.748 1.784 3.610  0.226
C58 -0.859 0.778 3.178  -0.679
O7 0.113 0.522 3.854  -0.723
N6 -1.167 0.180 1.976  0.510
C59 -2.319 0.446 1.314  -1.304
O8 -2.431 0.148 0.116  0.418
H45 -4.774 3.184 -0.357  0.502
H46 -3.112 2.614 -0.185  -0.015
H47 -3.813 3.679 1.039  0.330
H48 -4.842 0.863 0.449  0.294
H49 -5.393 1.939 1.742  0.505
H50 -4.490 -0.870 2.066  -0.543
H51 -5.148 0.278 3.230  0.773
H52 -2.524 -1.262 3.658  0.079
H53 -4.097 -1.687 4.333  0.483
H54 -3.313 -0.187 4.819  0.307
H55 -1.417 2.362 4.366  0.331

| no. | strongest force on any atom (eV/Å) |
| --- | --- |
| 1 | 0.7 |
| 2 | 1.1 |